[1]
{
  "formula": "C3H10FN2",
  "method": "ωB97M-V/def2-TZVPD",
  "lumo_energy_ha": -0.12281,
  "fmax_ev_per_a": 6.28,
  "energy_ha": -329.3970,
  "smiles": "C[C@@](N)(F)C[NH3+]",
  "total_charge": 1,
  "symbols": ["H", "H", "H", "C", "C", "H", "H", "N", "H", "H", "H", "N", "F", "H", "C", "H"],
  "xyz": [[1.472, 0.855, -0.795], [-1.950, -1.138, 1.299], [2.754, 0.494, 0.354], [-0.560, 0.091, -0.062], [-1.795, -0.891, 0.252], [-0.668, 1.106, -1.633], [-1.696, -1.946, 0.017], [1.855, 0.726, 0.133], [1.736, 1.596, 0.765], [1.307, -1.217, 0.307], [0.751, -0.152, 1.780], [-0.209, 0.274, -1.419], [-0.859, 1.306, 0.459], [-0.501, -0.501, -2.003], [0.928, -0.265, 0.737], [-2.564, -0.339, -0.193]],
  "nbo_charge": [0.47, 0.25, 0.44, 0.53, -0.68, 0.40, 0.25, -0.69, 0.44, 0.23, 0.24, -0.89, -0.35, 0.41, -0.28, 0.24]
}

***

[2]
{
  "formula": "C23H48BrF3InN6O6",
  "method": "ωB97M-V/def2-TZVPD",
  "lumo_energy_ha": 0.05993,
  "fmax_ev_per_a": 2.96,
  "energy_ha": -4748.6931,
  "total_charge": -1,
  "symbols": ["H", "O", "H", "H", "C", "H", "Br", "O", "H", "H", "H", "H", "F", "C", "H", "N", "H", "H", "F", "H", "N", "H", "H", "H", "C", "C", "H", "H", "H", "C", "H", "N", "N", "H", "H", "H", "H", "H", "H", "F", "C", "H", "C", "C", "O", "C", "O", "C", "H", "H", "H", "H", "C", "H", "H", "O", "N", "C", "H", "C", "H", "H", "H", "H", "C", "H", "H", "H", "H", "O", "C", "H", "C", "H", "H", "H", "N", "C", "C", "H", "C", "H", "C", "H", "C", "In", "C", "C"],
  "xyz": [[8.384, 4.539, 2.285], [8.209, 1.791, 2.219], [-9.121, -1.989, 0.203], [-2.086, -3.695, 0.049], [-0.746, -2.026, 0.752], [0.432, 1.813, 2.937], [-2.964, 2.706, -0.160], [0.614, 1.947, -0.897], [2.227, -1.419, -1.996], [-6.830, -1.172, -2.334], [7.082, 2.933, -1.196], [0.012, -2.638, 1.300], [-1.980, -2.751, 3.849], [2.614, 2.734, 1.985], [8.017, 1.270, 6.002], [7.419, 3.408, 0.820], [2.289, 3.555, 2.627], [3.428, 3.080, 1.345], [-3.413, -3.239, 2.080], [3.525, 0.933, -4.550], [-6.738, -1.859, -3.082], [-6.954, -2.781, -2.692], [6.961, -0.685, 4.730], [-11.790, -2.099, -1.657], [0.302, 1.778, 1.857], [-4.541, -2.603, -2.145], [0.270, 0.267, -4.663], [2.845, 1.598, -3.040], [-0.558, 2.385, 1.569], [-9.100, -3.739, -1.854], [-1.664, -2.450, -3.577], [1.491, 2.281, 1.184], [-10.128, -3.239, -1.130], [-4.552, -3.686, -2.397], [-0.179, -1.169, 0.331], [-12.150, -3.732, -1.038], [8.404, 1.368, 4.267], [2.464, 2.711, -0.565], [2.971, 1.916, 2.601], [-1.967, -0.257, 2.103], [-9.870, -2.783, 0.224], [5.295, -0.366, 5.277], [6.999, 3.780, -0.517], [-1.369, -2.949, -0.349], [4.241, 1.965, 4.254], [-3.346, 1.081, -1.291], [0.214, -1.593, -3.866], [-11.470, -3.145, -1.661], [-10.787, -2.409, 0.677], [5.960, 4.114, -0.490], [-5.126, -2.369, -1.236], [-1.239, 0.748, -1.640], [7.381, 4.406, 1.874], [7.811, 2.802, 5.123], [-4.858, -0.889, -3.567], [-4.464, 0.784, -1.362], [2.014, -0.203, -3.675], [-1.737, -1.581, 1.823], [7.835, 1.485, 0.249], [0.764, -0.537, -4.089], [-9.478, -3.611, 0.818], [7.017, 5.353, 1.483], [-9.397, -4.056, -2.868], [-2.293, 0.708, -3.059], [-2.405, -2.531, 2.577], [5.739, 3.268, 4.678], [1.919, 1.696, -4.553], [6.722, 4.063, 2.673], [-0.532, -3.534, -0.794], [-7.957, -3.840, -1.459], [7.733, 1.718, 5.045], [5.691, -0.267, 3.554], [-5.268, -1.896, -3.367], [-11.507, -3.523, -2.682], [0.121, 0.751, 1.543], [7.631, 4.593, -0.882], [6.379, 1.325, 4.713], [6.069, -0.085, 4.561], [7.845, 2.164, 1.118], [-5.113, -2.510, -4.278], [-2.213, 0.367, -2.000], [2.901, -2.082, -3.494], [2.607, 1.081, -3.974], [3.750, -0.762, -2.648], [1.514, 2.311, -0.163], [-2.394, -1.885, -2.050], [5.397, 2.227, 4.539], [2.774, -1.170, -2.907]],
  "lowdin_charge": [0.10, 0.00, 0.10, 0.02, -0.24, 0.09, 0.54, 0.00, 0.09, 0.04, 0.08, 0.10, 0.08, -0.07, 0.09, -0.19, 0.09, 0.07, 0.13, 0.08, -0.04, 0.00, 0.09, 0.09, -0.03, -0.30, 0.14, 0.07, 0.05, -0.34, -0.05, -0.18, -0.20, 0.02, 0.09, 0.08, 0.06, 0.12, 0.06, 0.03, -0.04, 0.09, -0.05, -0.28, -0.01, -0.87, -0.07, -0.07, 0.08, 0.09, 0.02, 0.00, -0.03, 0.08, 0.07, 0.00, -0.20, -0.19, 0.14, -0.34, 0.09, 0.09, 0.14, 0.06, -0.28, 0.13, 0.08, 0.07, 0.02, 0.01, -0.07, 0.09, -0.38, 0.08, 0.07, 0.09, -0.19, -0.03, -0.32, 0.08, -0.24, 0.09, -0.07, 0.08, -0.36, 0.69, -0.35, -0.05]
}

***

[3]
{
  "formula": "C16H32Cl16",
  "method": "ωB97M-V/def2-TZVPD",
  "lumo_energy_ha": 0.01301,
  "fmax_ev_per_a": 2.58,
  "energy_ha": -7991.9056,
  "smiles": "ClCCCl.ClCCCl.ClCCCl.ClCCCl.ClCCCl.ClCCCl.ClCCCl.ClCCCl",
  "symbols": ["Cl", "H", "H", "Cl", "Cl", "C", "C", "H", "H", "H", "H", "C", "Cl", "H", "C", "H", "C", "C", "C", "C", "C", "Cl", "C", "Cl", "H", "H", "H", "C", "H", "C", "H", "Cl", "H", "H", "C", "H", "H", "H", "Cl", "Cl", "H", "C", "H", "Cl", "Cl", "Cl", "Cl", "H", "Cl", "H", "H", "H", "H", "H", "Cl", "H", "H", "Cl", "C", "H", "H", "C", "H", "H"],
  "xyz": [[-1.608, 4.474, 5.573], [4.683, -1.516, 3.440], [4.765, 0.597, 0.171], [3.300, 0.512, 4.877], [1.128, -4.698, -0.735], [-1.594, 4.029, 2.934], [-1.452, 1.351, -0.513], [-4.807, 2.984, -3.206], [-1.464, -2.133, -4.673], [3.139, 3.321, 4.291], [-1.959, 5.935, 3.708], [-0.213, 0.437, -0.546], [-3.132, 2.328, -4.651], [-1.251, 4.303, 1.937], [-5.290, 0.897, -3.796], [0.688, 0.899, -0.950], [4.405, 0.135, -1.811], [3.200, -2.376, 2.137], [4.538, 1.152, -0.739], [-2.243, -2.679, -4.142], [-3.617, -2.436, -4.757], [2.163, -2.614, 3.539], [2.838, 2.719, 3.434], [3.154, 2.161, -0.517], [-2.094, -4.779, 1.137], [5.167, -3.161, 2.985], [5.329, -0.443, -1.791], [-4.314, 2.029, -3.390], [2.076, 0.843, 2.956], [-1.344, -5.118, 0.421], [-0.607, -3.200, -0.126], [5.688, -1.633, 1.252], [3.175, -3.157, 1.377], [-6.284, 1.231, -4.092], [-0.196, -4.100, 0.331], [4.361, 0.503, -2.836], [3.742, 2.655, 2.829], [-0.900, -6.047, 0.780], [0.299, -0.163, 1.042], [-2.186, -2.227, -2.504], [5.353, 1.799, -1.064], [4.723, -2.235, 2.621], [-3.711, -1.353, -4.675], [3.145, -1.025, -1.366], [-3.363, 3.803, 2.616], [-2.225, -5.392, -1.170], [1.723, 3.588, 2.363], [0.172, -3.801, 1.313], [-3.623, -3.015, -6.489], [-4.473, -2.877, -4.245], [-0.266, 5.402, 3.854], [2.932, -1.445, 1.637], [-2.077, -3.754, -4.064], [-1.206, 2.260, 0.037], [-5.680, -0.069, -2.450], [1.257, 1.681, 4.278], [-4.924, 0.293, -4.626], [-2.787, 0.476, 0.181], [-1.307, 5.101, 3.971], [-1.851, 1.729, -1.454], [-0.417, -0.440, -1.161], [2.233, 1.443, 3.853], [-1.079, 3.087, 3.124], [-3.831, 1.730, -2.460]],
  "nbo_charge": [-0.03, 0.23, 0.24, -0.03, -0.07, -0.37, -0.41, 0.23, 0.23, 0.22, 0.22, -0.40, -0.05, 0.22, -0.43, 0.24, -0.39, -0.41, -0.43, -0.43, -0.36, -0.04, -0.38, -0.04, 0.23, 0.22, 0.22, -0.40, 0.23, -0.36, 0.22, -0.07, 0.23, 0.23, -0.39, 0.23, 0.22, 0.22, -0.07, -0.02, 0.22, -0.38, 0.20, -0.05, -0.08, -0.08, -0.07, 0.23, -0.08, 0.23, 0.23, 0.23, 0.23, 0.21, -0.01, 0.23, 0.22, -0.03, -0.42, 0.23, 0.23, -0.42, 0.23, 0.22]
}

***

[4]
{
  "formula": "C18H37O2P3Y",
  "method": "ωB97M-V/def2-TZVPD",
  "lumo_energy_ha": [-0.36125, -0.43697],
  "fmax_ev_per_a": 8.99,
  "energy_ha": -1919.7105,
  "total_charge": 3,
  "symbols": ["H", "H", "C", "P", "H", "C", "C", "C", "H", "C", "C", "C", "C", "H", "H", "C", "H", "P", "P", "H", "O", "H", "H", "H", "H", "C", "H", "H", "H", "H", "H", "H", "H", "C", "Y", "H", "C", "H", "H", "O", "C", "H", "H", "C", "C", "H", "H", "H", "H", "H", "H", "H", "H", "H", "H", "H", "H", "C", "C", "C", "H"],
  "xyz": [[0.876, -1.093, 3.576], [2.343, -0.998, -1.302], [-0.009, -3.251, 1.576], [-1.827, -0.837, -1.479], [0.883, -1.476, -2.296], [1.359, -0.733, -1.680], [0.418, -8.742, -2.707], [-0.329, -8.613, -1.543], [-1.783, 0.774, -3.266], [-0.355, -6.582, -3.472], [-1.104, -7.444, -1.340], [1.049, 1.719, 0.438], [-2.645, 1.992, 1.577], [-2.047, -3.122, -0.670], [-2.952, -0.948, 2.196], [0.412, -7.732, -3.679], [-0.653, -0.193, 3.726], [-0.666, -1.623, 1.806], [-1.190, 2.112, 0.584], [0.711, 3.637, 0.866], [1.742, 2.672, 0.665], [-0.609, -1.947, 4.075], [0.335, 0.965, -2.641], [-2.880, -2.339, 1.090], [-4.110, -0.997, -1.769], [-3.494, -0.440, -1.056], [1.013, -9.642, -2.861], [-0.368, -5.791, -4.219], [1.003, -7.844, -4.591], [1.803, 1.429, -1.661], [-2.167, 3.845, -0.631], [-2.396, 1.630, 2.576], [-3.679, 0.631, -1.177], [-1.773, -2.628, -1.607], [0.119, -0.112, 0.045], [-2.391, 2.310, -1.522], [-0.210, -1.154, 3.437], [-0.331, -9.391, -0.784], [-0.816, 3.136, -1.576], [-1.857, -7.248, -0.223], [-2.423, -1.880, 1.968], [0.011, 3.067, 2.416], [-1.716, -5.544, -2.133], [-1.677, -0.313, -3.170], [-0.323, 3.397, 1.441], [-0.778, -2.982, -1.908], [-0.376, -3.843, 2.420], [-2.511, -2.566, 2.815], [-0.338, -3.708, 0.636], [-2.505, -2.889, -2.380], [-0.731, -0.615, -3.627], [-1.760, -8.025, 0.361], [-2.506, -0.810, -3.678], [-3.393, 1.336, 1.132], [-3.764, -0.729, -0.036], [-3.038, 3.013, 1.638], [-0.863, 4.289, 1.381], [-1.680, 2.910, -0.943], [1.042, 0.672, -1.876], [-1.113, -6.431, -2.309], [1.089, -3.247, 1.580]],
  "nbo_charge": [0.28, 0.27, -0.94, 0.82, 0.24, -0.76, -0.16, -0.21, 0.27, -0.17, 0.45, 0.23, -0.94, 0.25, 0.26, 0.01, 0.27, 0.73, 0.90, 0.31, -0.44, 0.27, 0.25, 0.24, 0.26, -0.96, 0.28, 0.26, 0.27, 0.26, 0.27, 0.26, 0.27, -0.96, 1.52, 0.24, -0.94, 0.26, 0.27, -0.53, -0.92, 0.26, 0.24, -0.95, -0.98, 0.25, 0.27, 0.26, 0.25, 0.26, 0.27, 0.52, 0.26, 0.25, 0.26, 0.28, 0.26, -0.94, -0.59, -0.21, 0.27]
}